# 1
Computed, not measured: a cluster of 32 separate species, C22H91BNO35 in total at a distorted geometry, with ωB97M-V/def2-TZVPD.

Each line ends with the Löwdin charge.
Positions of all 150 atoms, in Å:
C  4.9036  -2.5118  -1.6559  -0.05
C  4.9397  -3.1072  -3.0625  -0.21
O  4.6338  -2.1176  -4.0718  -0.06
C  3.2619  -1.9895  -4.2178  -0.46
O  2.6637  -2.8060  -4.8556  0.14
C  2.7108  -0.7988  -3.5361  -0.09
C  1.1911  -0.6611  -3.4378  -0.17
C  0.9220  0.7555  -2.9456  -0.10
B  1.1067  0.8926  -1.3358  -0.73
C  2.6858  0.9139  -0.8837  -0.09
C  3.2117  0.2349  0.1664  -0.06
C  4.5264  0.3513  0.4591  -0.10
C  5.2872  1.1624  -0.2955  -0.19
N  4.8470  1.8388  -1.3366  0.09
C  3.5601  1.6882  -1.5869  -0.14
O  0.5228  2.1797  -0.7890  0.01
C  0.0778  1.7822  0.4504  -0.40
C  -0.6013  2.8498  1.2780  -0.01
C  -0.7456  0.5147  0.0809  -0.25
C  -1.9408  1.0609  -0.6763  -0.06
C  -3.1157  0.1405  -0.8773  -0.19
C  -3.8937  -0.2043  0.1753  -0.04
C  -4.9881  -0.9567  -0.0307  -0.09
C  -5.3534  -1.3902  -1.2579  -0.09
C  -4.5787  -1.0633  -2.3222  -0.29
C  -4.9870  -1.4981  -3.6962  -0.03
C  -3.4508  -0.3089  -2.1262  -0.01
O  0.2557  -0.1687  -0.6560  0.01
H  4.8069  -1.4447  -1.7588  0.06
H  5.8060  -2.7408  -1.1160  0.06
H  4.0555  -2.9378  -1.1572  0.05
H  4.2441  -3.9247  -3.1722  0.09
H  5.9411  -3.4358  -3.2921  0.11
H  3.0647  0.0901  -4.0369  0.13
H  3.1076  -0.8121  -2.5343  0.10
H  0.7235  -1.4387  -2.8476  0.11
H  0.7858  -0.7751  -4.4364  0.11
H  -0.0489  1.0641  -3.2938  0.07
H  1.6144  1.3896  -3.4887  0.08
H  2.5835  -0.4063  0.7591  0.11
H  4.9620  -0.1585  1.2889  0.08
H  6.3310  1.2629  -0.0491  0.09
H  3.1721  2.2455  -2.4202  0.11
H  0.8236  1.3406  1.1044  0.10
H  -1.5992  2.5726  1.5767  0.08
H  -0.6931  3.7499  0.6942  0.05
H  -0.0149  3.0680  2.1531  0.06
H  -0.9716  -0.0451  0.9854  0.14
H  -2.3698  1.9032  -0.1531  0.10
H  -1.6783  1.4188  -1.6529  0.11
H  -3.6657  0.1516  1.1532  0.10
H  -5.6238  -1.2006  0.7990  0.10
H  -6.2501  -1.9538  -1.3915  0.09
H  -4.2988  -1.1015  -4.4204  0.08
H  -5.9501  -1.0445  -3.9102  0.07
H  -5.0731  -2.5639  -3.7764  0.05
H  -2.8382  -0.0022  -2.9488  0.13
O  -2.2250  5.4867  1.1566  -0.06
H  -3.0808  5.7934  1.4737  0.05
H  -1.9580  6.1498  0.5032  0.04
O  -5.6287  2.0574  -2.6661  -0.04
H  -5.0082  2.2589  -3.3772  0.08
H  -5.3216  1.1994  -2.3303  0.04
O  -4.0458  -4.4671  -3.9248  -0.06
H  -4.3364  -4.9440  -3.1426  0.04
H  -3.1211  -4.7314  -4.0371  0.05
O  -4.0626  3.7120  -0.9815  -0.06
H  -4.5820  3.0187  -1.4126  -0.02
H  -4.5657  4.5165  -1.1312  0.03
O  3.1759  -4.4727  0.1312  -0.06
H  3.0790  -5.4285  0.2354  0.02
H  2.2758  -4.1326  0.1991  0.06
O  -0.3050  3.2349  -4.3891  -0.05
H  -0.4299  3.0929  -3.4415  0.02
H  0.2391  4.0251  -4.4438  0.03
O  4.6838  -6.3342  1.8908  -0.05
H  5.3582  -7.0184  1.8356  0.05
H  5.0915  -5.5651  1.4728  0.05
O  4.4055  -7.3622  4.8557  -0.07
H  3.5042  -7.3519  5.1885  0.03
H  4.4495  -6.6092  4.2520  0.01
O  -1.5265  6.5174  4.0979  -0.05
H  -1.1025  5.8252  3.5750  0.03
H  -1.1178  7.3263  3.7716  0.05
O  -8.1373  1.3071  -4.1420  -0.06
H  -7.3027  1.2576  -3.6517  0.00
H  -8.4044  2.2218  -4.0177  0.04
O  2.8361  -8.2983  0.3723  -0.05
H  3.6860  -8.7446  0.3091  0.04
H  2.5360  -8.4921  1.2652  0.05
O  -6.1448  -3.8246  0.8063  -0.05
H  -6.9022  -3.4408  1.2588  0.03
H  -5.8970  -3.1439  0.1631  -0.01
O  0.8052  0.5888  3.5998  -0.04
H  1.5575  0.0047  3.4491  0.05
H  0.0956  0.1871  3.0858  0.04
O  -2.6807  7.3884  6.8547  -0.06
H  -3.5956  7.2719  6.5681  0.01
H  -2.1572  7.1174  6.0887  0.01
O  7.7129  -2.0114  0.3018  -0.07
H  8.4006  -2.6814  0.2463  0.03
H  8.0955  -1.2428  -0.1336  0.03
O  9.8862  -2.0490  2.0397  -0.06
H  10.5196  -1.9198  2.7516  0.03
H  9.3057  -1.2814  2.0843  0.00
O  7.5122  -1.0508  -2.7523  -0.04
H  6.6844  -1.2999  -3.1865  0.02
H  8.1743  -1.1118  -3.4491  0.05
O  -0.9282  5.8325  -1.4905  -0.04
H  -0.4332  5.0019  -1.4917  0.04
H  -0.4093  6.4316  -2.0346  0.04
O  3.0007  2.3216  2.5237  -0.04
H  2.5477  3.0931  2.1727  0.03
H  2.3383  1.8810  3.0741  0.00
O  -3.7103  -0.7903  3.2188  -0.05
H  -3.3693  -1.6309  3.5393  0.04
H  -4.6252  -0.7789  3.5159  0.04
O  -8.1007  -5.0985  3.2866  -0.05
H  -7.4914  -4.8912  2.5707  0.01
H  -7.7978  -5.9540  3.6019  0.03
O  6.6976  1.3889  -4.4860  -0.06
H  7.2138  0.6771  -4.0935  -0.01
H  5.7873  1.0865  -4.4079  0.02
O  7.0819  -0.6517  2.4298  -0.05
H  6.9328  -0.7818  3.3710  0.05
H  7.6914  0.0912  2.3855  0.04
O  -8.5433  -1.0759  -2.1908  -0.06
H  -8.6331  -0.3415  -2.8147  0.00
H  -8.3588  -1.8396  -2.7454  0.03
O  -5.4845  8.7758  5.9694  -0.05
H  -5.5578  8.8360  6.9274  0.04
H  -5.0127  9.5755  5.7192  0.04
O  -5.5442  -4.5062  5.0668  -0.06
H  -5.1771  -5.3333  5.3910  0.03
H  -6.4577  -4.5074  5.3703  0.02
O  -3.9798  4.7485  7.9211  -0.06
H  -3.5744  4.0528  7.3961  0.03
H  -3.5741  5.5611  7.5929  -0.01
O  3.8412  -7.9816  -2.7548  -0.05
H  3.6094  -8.0887  -1.8271  0.00
H  4.2034  -7.0922  -2.8142  0.03
O  1.4951  -4.7541  -2.5324  -0.05
H  2.0408  -4.2545  -3.1431  0.00
H  2.0930  -5.4192  -2.1723  0.01
O  -3.4075  8.3089  2.2940  -0.05
H  -3.0551  7.8981  3.0939  0.00
H  -3.4715  9.2436  2.5078  0.03
O  0.4887  5.9234  2.0800  -0.07
H  -0.4220  5.7836  1.7639  -0.02
H  1.0253  5.6549  1.3284  0.04

## Properties
Total charge: -1
Max |F|: 2.24 eV/A
HOMO-LUMO gap: 6.69 eV
Highest occupied orbital energy: -5.3 eV


# 2
Computed, not measured: a cluster of 9 separate species, C9H34Cl2O8 in total at a distorted geometry, with ωB97M-V/def2-TZVPD.

Each line ends with the natural charge from an NBO analysis.
Positions of all 53 atoms, in Å:
Cl  4.4533  3.0136  9.5246  -0.06
C  5.1009  4.6509  9.1331  -0.37
Cl  5.1530  4.8998  7.4102  -0.02
H  4.4449  5.4221  9.4669  0.22
H  6.0616  4.7539  9.5282  0.22
C  6.5384  3.9001  12.7850  -0.23
O  6.6263  5.2425  12.3777  -0.80
H  6.8179  3.8208  13.7699  0.17
H  5.5082  3.6496  12.6455  0.18
H  7.0824  3.2614  12.1213  0.16
H  7.4707  5.6906  12.5929  0.51
C  8.4120  6.2485  6.2344  -0.24
O  9.8042  6.0445  6.2620  -0.74
H  7.9678  5.2748  6.2098  0.16
H  7.9774  6.7054  7.1210  0.17
H  8.1951  6.8078  5.3701  0.17
H  10.0266  5.7848  7.1642  0.48
C  12.2129  5.4611  12.1391  -0.27
O  11.7588  6.7649  12.4186  -0.75
H  11.9493  4.9129  13.0661  0.18
H  11.7445  4.8837  11.2864  0.17
H  13.3159  5.4275  11.9461  0.17
H  11.5116  7.1313  11.5675  0.50
C  9.0198  7.8326  13.2577  -0.26
O  8.8582  6.6995  12.3719  -0.78
H  8.1059  8.0671  13.7968  0.19
H  9.7947  7.5080  14.0254  0.19
H  9.2667  8.7500  12.6986  0.17
H  9.8056  6.3400  12.3006  0.50
C  12.5472  6.8842  8.6998  -0.25
O  11.9907  7.5388  9.8390  -0.75
H  13.4633  6.4129  8.8507  0.17
H  11.7483  6.1905  8.3593  0.19
H  12.8552  7.5798  7.8809  0.18
H  12.1707  8.4457  9.7379  0.48
C  9.1699  4.2550  9.9891  -0.25
O  9.1043  5.3296  9.0116  -0.76
H  9.2221  4.6783  11.0391  0.17
H  8.3081  3.6183  9.8842  0.17
H  10.0236  3.7046  9.6944  0.18
H  8.6604  6.0157  9.3983  0.49
C  8.0187  8.8019  9.4758  -0.26
O  7.3484  7.5824  9.7104  -0.77
H  7.3678  9.5557  8.9972  0.17
H  8.5589  9.2304  10.3011  0.16
H  8.8787  8.6157  8.7517  0.17
H  6.7816  7.7527  10.5219  0.51
C  4.3558  8.4777  12.2765  -0.25
O  5.6242  7.9331  12.0142  -0.77
H  3.8528  7.9352  13.0588  0.18
H  4.5189  9.5128  12.7126  0.17
H  3.7527  8.6748  11.3702  0.17
H  5.6118  6.9962  12.2497  0.51

## Properties
Total charge: 0
Max |F|: 4.16 eV/A
HOMO-LUMO gap: 9.93 eV
Highest occupied orbital energy: -9.4 eV


# 3
Computed, not measured: the ion C5H12NO with charge +1 at a distorted geometry, with ωB97M-V/def2-TZVPD.

Each line ends with the natural charge from an NBO analysis.
Positions of all 19 atoms, in Å:
C  2.5091  -0.6497  0.6053  -0.66
C  1.2222  0.1508  0.1946  -0.05
N  0.2567  0.0961  1.3723  -0.69
C  0.4646  -0.5647  -0.9831  -0.49
C  -0.7026  0.3292  -1.4864  -0.50
C  -2.0059  -0.0369  -0.4786  0.43
O  -2.2503  0.8697  0.3908  -0.55
H  2.3853  -0.8048  1.7633  0.21
H  3.4490  0.0868  0.2603  0.27
H  2.8608  -1.5864  0.1118  0.27
H  1.3921  1.3197  0.3021  0.25
H  0.2305  -0.9464  1.7417  0.44
H  -0.6254  0.3816  1.1368  0.45
H  0.5541  0.7425  2.1106  0.44
H  0.0965  -1.6436  -0.8066  0.25
H  1.0766  -1.0941  -1.8114  0.28
H  -1.2074  0.0421  -2.4233  0.25
H  -0.3589  1.4083  -1.5708  0.25
H  -2.5710  -0.9082  -0.6575  0.17

## Properties
Total charge: +1
Max |F|: 8.32 eV/A
HOMO-LUMO gap: 10.24 eV
Highest occupied orbital energy: -14.0 eV


# 4
Computed, not measured: a structure of composition C34H38BrN9OS2Sn, with ωB97M-V/def2-TZVPD.

Each line ends with the Löwdin charge.
Positions of all 86 atoms, in Å:
Sn  0.5769  -0.5368  0.0907  1.26
N  0.1896  1.4516  -1.4143  -0.07
C  0.3011  1.2241  -2.8728  -0.23
C  1.7386  0.9141  -3.2458  -0.18
C  2.2214  -0.4419  -2.7604  -0.23
N  2.5047  -0.4652  -1.2942  -0.12
H  -0.7616  1.7079  -1.1583  0.07
H  0.7598  2.2500  -1.1417  0.10
H  -0.0630  2.0925  -3.4246  0.13
H  -0.3394  0.3756  -3.1266  0.12
H  2.3979  1.7098  -2.8787  0.12
H  1.8300  0.9348  -4.3323  0.13
H  3.1250  -0.7259  -3.3008  0.13
H  1.4680  -1.2082  -2.9501  0.07
H  3.1946  0.2502  -1.0709  0.10
H  2.9365  -1.3624  -1.0873  0.04
C  3.8522  5.1391  2.8198  -0.03
C  3.5346  3.6907  3.2159  -0.55
C  4.2985  2.7559  2.2760  -0.06
C  4.0153  3.4293  4.6498  -0.03
C  2.0232  3.4762  3.1411  -0.15
C  1.1727  4.2654  3.9484  -0.01
C  -0.1981  4.1812  3.8845  -0.04
C  -0.7580  3.2546  3.0023  -0.44
S  -2.4171  2.9555  2.6180  1.19
C  -1.9228  1.7612  1.4772  -0.54
N  -0.6421  1.5337  1.4217  0.00
C  0.0555  2.4181  2.2418  -0.30
C  1.4470  2.5530  2.2933  0.01
C  -2.9235  1.1910  0.5404  -0.18
C  -3.6784  2.0857  -0.2227  -0.04
C  -4.6041  1.6393  -1.1500  -0.05
C  -4.7894  0.2759  -1.3243  -0.04
C  -4.0673  -0.6391  -0.5731  0.00
C  -3.1549  -0.1724  0.3526  -0.21
H  4.9308  5.3018  2.8338  0.09
H  3.4006  5.8535  3.5084  0.08
H  3.4857  5.3615  1.8157  0.09
H  5.3694  2.9287  2.3857  0.10
H  4.0456  2.9392  1.2280  0.08
H  4.1078  1.7056  2.5075  0.07
H  5.0925  3.5899  4.7148  0.09
H  3.8064  2.4004  4.9522  0.09
H  3.5404  4.0949  5.3700  0.08
H  1.6104  4.9909  4.6210  0.12
H  -0.8202  4.8270  4.4888  0.12
H  2.0659  1.9371  1.6564  0.08
H  -3.5215  3.1486  -0.0832  0.12
H  -5.1774  2.3509  -1.7267  0.12
H  -5.5162  -0.0882  -2.0375  0.12
H  -4.2333  -1.7000  -0.6870  0.12
Br  5.0519  -1.7176  5.4839  0.86
C  3.9630  -1.3586  4.0124  -0.68
C  4.4479  -1.5413  2.7220  -0.08
C  3.6099  -1.2502  1.6674  -0.13
N  2.3588  -0.7915  1.8275  -0.08
C  1.9073  -0.6304  3.0775  -0.16
C  2.6682  -0.9033  4.1970  -0.07
H  5.4501  -1.9028  2.5450  0.12
H  3.9643  -1.3930  0.6567  0.10
H  0.8921  -0.2747  3.1889  0.09
H  2.2533  -0.7637  5.1848  0.12
O  -2.4257  -1.0350  1.1678  -0.09
N  -2.6119  -2.3394  0.8016  0.15
C  -2.0495  -3.1627  1.6052  -0.26
C  -2.1067  -4.5574  1.2563  -0.14
N  -2.1211  -5.6678  0.9700  0.21
C  -1.3432  -2.7599  2.7949  -0.12
N  -0.7812  -2.4505  3.7454  0.23
C  -0.9665  -7.1574  -3.6707  0.02
C  -0.7360  -5.6856  -3.6801  -0.24
C  -1.0854  -4.8335  -4.6908  0.05
C  -0.8081  -3.4672  -4.5353  -0.28
N  -0.2253  -2.9717  -3.4451  0.10
C  0.1135  -3.8045  -2.4579  -0.77
S  0.8402  -3.2979  -1.0061  0.54
N  -0.1393  -5.1388  -2.5959  0.12
C  -1.1836  -2.4857  -5.5960  -0.01
H  -1.3591  -7.4878  -4.6278  0.10
H  -1.6838  -7.4191  -2.8905  0.11
H  -0.0371  -7.6912  -3.4678  0.10
H  -1.5601  -5.2107  -5.5835  0.13
H  0.1269  -5.7294  -1.8166  0.15
H  -1.3701  -2.9693  -6.5516  0.09
H  -0.3998  -1.7385  -5.7056  0.09
H  -2.0954  -1.9672  -5.2905  0.10

## Properties
Total charge: +2
Max |F|: 0.61 eV/A
HOMO-LUMO gap: 7.63 eV
Highest occupied orbital energy: -13.3 eV